Entry 1:
Computed, not measured: 11 unconnected molecules or ions with the total composition C30H82O11 in a non-equilibrium geometry, with the ωB97M-V functional and the def2-TZVPD basis.

Structure (XYZ):
```
123
Properties=species:S:1:pos:R:3:forces:R:3
O 4.916 3.956 1.217 1.6422 -1.0949 0.8089
O 2.789 -0.999 -5.489 0.1408 -0.3105 -0.7108
O -1.374 -5.878 -2.798 -0.0330 -0.1770 -0.8410
O 2.098 2.737 4.967 0.0953 -0.4905 0.2499
O -2.087 1.291 -3.332 -0.5613 0.7581 -0.8707
O -1.644 3.810 1.952 0.3630 0.5045 0.2246
O -4.515 -0.034 0.030 1.2171 1.7692 0.4958
O 5.475 1.212 1.029 0.4093 -0.9333 -0.9606
O 2.469 -4.087 -0.479 -1.3229 0.5100 0.1287
O -1.965 0.003 -1.012 0.5728 -0.2586 -0.0902
O -3.233 -1.753 4.106 -0.1641 1.4457 -0.0369
C -1.062 0.457 -0.007 0.4646 -1.0200 0.5049
C 4.098 0.196 -0.701 0.0183 -0.1562 -0.5722
C 0.985 -0.388 -4.104 -1.0438 0.4511 1.6214
C -1.945 -4.732 -2.178 1.6040 0.2223 0.3734
C 2.299 -2.608 1.415 -0.1937 0.0770 0.4347
C 3.844 4.732 0.835 -1.5166 -0.8630 -0.6471
C -2.735 2.954 2.185 -0.0309 -1.0707 0.4946
C -1.603 -4.872 -0.679 -1.4383 0.5072 -0.2273
C -1.468 -3.385 -2.813 -0.6295 -0.7492 0.2664
C -2.292 3.349 -4.490 -0.1079 -0.2468 1.0376
C 1.487 1.321 3.088 -0.9885 -0.6183 -0.8082
C 2.522 -2.319 -3.510 -0.5463 -0.1273 0.4922
C 6.618 -0.149 -0.673 -0.2438 0.8627 0.3708
C 5.445 0.822 -0.373 -0.4631 -0.6644 1.0152
C -4.938 -3.537 4.081 0.1829 0.2894 -0.1146
C 0.330 0.499 -0.636 -0.5388 0.5474 -0.1066
C 1.816 -1.513 -4.590 0.7277 -0.3292 -0.3317
C -2.453 2.075 3.425 -0.2676 0.2212 -0.3959
C -4.899 -0.785 -2.188 0.0567 0.5225 -0.0704
C 3.272 0.679 4.695 0.1899 -0.8798 0.6439
C -5.421 -0.700 -0.781 -0.8442 -2.1474 1.0851
C 2.572 1.787 3.985 0.5689 1.3206 0.0149
C -2.632 2.615 -3.178 1.4049 -0.4803 -0.5589
C -5.587 -2.074 -0.113 -0.0924 -0.5325 -1.3883
C 1.835 -2.867 0.027 1.0485 -0.5271 -0.8061
C -1.063 -0.552 1.193 -0.2416 0.1765 -0.3649
C 3.192 5.336 2.061 -0.7559 0.2957 -0.6169
C -3.666 -2.901 3.463 -0.3957 -2.3085 0.5872
C -1.883 3.251 -2.021 -0.8153 1.2487 0.3075
C 2.870 3.774 0.075 0.0823 0.5821 -0.6515
H -6.407 -0.237 -0.740 -0.0303 0.5157 -0.3198
H 1.808 0.690 2.259 0.6041 -0.1959 0.1549
H -1.877 4.396 1.229 0.0841 0.1046 -0.0764
H 5.466 1.727 -0.980 0.6038 0.1127 -0.0986
H 3.384 -2.510 1.366 0.0427 0.1879 0.4651
H -3.999 -1.380 -2.344 -0.1624 -0.4240 0.4198
H 4.100 1.038 5.305 -0.0390 0.1021 -0.0505
H -2.601 4.394 -4.489 -0.5566 -0.1209 -0.0829
H 4.018 0.178 -1.788 -0.1768 0.0131 -0.2212
H -0.812 3.082 -2.133 -0.0862 -0.1412 0.1582
H 3.265 0.790 -0.325 0.0785 -0.0710 0.1213
H 1.825 -1.696 1.778 0.2729 0.1905 0.1506
H 2.021 -3.415 2.092 0.1105 -0.0735 -0.0326
H -0.599 -5.223 -0.440 0.0420 -0.0060 -0.3751
H 3.049 -3.173 -3.937 -0.0728 0.0434 -0.0732
H 0.396 0.213 -4.797 0.3938 -0.3162 -0.4791
H -5.709 -1.158 -2.815 0.2203 0.1731 -0.2680
H 0.748 -2.895 -0.046 0.0649 -0.6846 -0.1881
H 3.415 -3.933 -0.516 0.0620 0.1299 0.0307
H -5.076 -4.563 3.741 -0.0748 0.0970 -0.4098
H 3.991 -0.846 -0.398 0.1016 0.0508 0.4092
H -3.042 -1.994 5.015 0.0296 0.0988 0.0729
H 6.652 -0.994 0.013 -0.2791 0.1625 0.2943
H 2.450 6.029 1.665 -0.1658 0.2376 0.4229
H 3.661 -0.074 4.009 0.1141 0.2230 -0.2761
H -0.446 -3.126 -2.535 0.2025 -0.3672 -0.1029
H -0.850 -1.567 0.860 0.0966 0.0061 -0.4901
H -2.259 3.010 -1.027 0.1959 -0.7714 0.0123
H 0.249 -0.778 -3.402 -0.2231 -0.0446 0.1538
H -4.857 0.028 0.925 0.0459 -0.0245 0.0906
H 2.031 4.307 -0.373 -0.1857 0.2470 0.3628
H 0.646 -0.526 -0.827 0.3474 0.1525 0.1722
H 1.183 -2.238 -5.102 0.0950 0.1331 -0.5591
H 1.001 1.093 -0.016 0.2004 -0.5026 0.3218
H -2.885 2.368 1.279 -0.1347 -0.5149 0.0582
H -1.535 1.489 3.389 0.0759 0.1824 -0.3917
H -2.357 -5.583 -0.342 0.3743 -0.1955 0.5822
H 0.346 1.027 -1.589 -0.3765 -0.0792 -0.1343
H -2.052 -2.531 -2.471 -0.2513 -0.0998 0.1200
H 1.355 3.247 4.635 -0.0428 -0.0979 -0.2802
H 1.587 0.293 -3.502 0.2281 0.2110 -0.0257
H 2.163 -2.039 -0.603 -0.1152 0.0926 -0.1511
H -2.859 -3.626 3.571 0.0726 -0.4473 -0.2640
H 2.675 4.580 2.652 0.0556 -0.1039 -0.0500
H -2.033 -0.643 1.682 -0.1446 0.3577 0.0433
H -0.320 -0.362 1.968 -0.0263 0.4386 -0.1063
H 3.233 -1.758 -2.903 0.1097 0.3765 -0.1510
H 5.362 4.468 1.896 0.4743 -0.2980 0.1417
H -1.774 -3.935 -0.150 -0.0082 0.1186 0.1186
H 1.776 -2.684 -2.805 0.0250 -0.2567 0.0292
H -2.078 0.919 -2.447 0.1700 -0.6702 0.4684
H 6.582 -0.595 -1.667 -0.0858 0.3537 -0.1757
H 0.772 0.715 3.644 -0.2009 0.0910 0.1465
H -5.912 -2.082 0.927 -0.0468 0.3541 -0.0191
H -3.810 -2.789 2.388 0.0366 0.6736 0.0827
H -5.824 -2.938 3.868 -0.0631 -0.0766 -0.1471
H -1.392 1.451 0.296 0.2837 0.0387 0.3018
H 3.872 5.870 2.726 0.1768 0.0957 -0.1790
H -2.407 2.680 4.330 -0.0295 0.1601 -0.0654
H -1.205 3.417 -4.520 0.0839 -0.4358 -0.4399
H -2.730 2.754 -5.292 0.3028 0.3708 -0.2794
H -1.578 -3.449 -3.895 0.1902 0.0472 -0.0178
H -3.709 2.525 -3.036 -0.1753 0.3237 0.1935
H -2.057 4.328 -2.019 0.1655 0.3413 -0.3193
H -3.006 -4.927 -2.339 -0.1175 0.6094 0.0885
H 4.271 5.477 0.164 -0.6318 0.4520 -0.2458
H 2.597 0.128 5.350 -0.2137 0.1403 0.1555
H 2.476 2.926 0.635 0.0951 0.3326 0.6624
H 3.329 2.321 3.411 0.1232 0.0305 -0.3815
H 7.536 0.421 -0.535 0.1654 -0.2043 -0.1850
H -2.845 -0.043 -0.630 -0.5399 -0.0461 0.3772
H 3.425 -0.535 -4.939 0.1545 0.1328 -0.0509
H -0.453 -5.972 -2.544 0.1290 0.1747 0.0645
H 5.248 2.144 1.077 -0.0953 0.3896 0.0577
H -4.628 -2.585 -0.201 0.0916 -0.1132 0.2032
H -4.562 0.212 -2.472 -0.4242 0.1525 -0.4034
H 0.950 2.105 2.555 -0.1409 0.4348 0.3618
H -3.261 1.355 3.558 -0.1170 0.0000 -0.0253
H -4.906 -3.641 5.166 0.3900 0.2738 0.1540
H -6.296 -2.646 -0.712 -0.1708 -0.2599 0.1752
H 3.304 3.294 -0.802 0.6741 0.1840 0.0092
H -3.680 3.475 2.335 -0.0059 0.4007 0.1969
```
Forces are in eV/Å.

## Properties
Kohn-Sham gap   10.08 eV
Energy above the lowest of the compared OMol25 structures with the same formula, charge and spin   1.3186 eV
SMILES   CC(C)O.CC(C)O.CC(C)O.CC(C)O.CC(C)O.CC(C)O.CC(C)O.CC(C)O.CCO.CCO.CCO
Electronic energy   -54960.4353 eV
HOMO level   -9.7 eV
Molecular weight   619.0 u


Entry 2:
Computed, not measured: a molecular structure, C17H29ClFeSi2 in a non-equilibrium geometry, with the ωB97M-V functional and the def2-TZVPD basis.

Structure (XYZ):
```
50
Properties=species:S:1:pos:R:3:forces:R:3
Fe -0.619 0.827 -0.600 0.0023 -0.1903 0.2408
Cl -2.167 -0.184 -1.732 -0.6820 -0.6362 -0.3222
Si -1.628 0.455 2.366 0.5149 -0.4693 -0.2861
Si 0.284 -1.704 0.949 0.6768 0.6854 -0.5510
C -1.303 2.970 -1.414 0.8180 0.0838 -0.6449
C 3.335 0.194 -3.246 -0.6346 -0.7482 -0.3355
C 2.392 0.573 -4.252 -0.1041 -0.5100 0.4128
C -0.715 3.330 -0.171 0.6327 -0.7648 -0.0452
C 0.891 2.171 -1.401 -1.0267 0.6596 0.0202
C -1.760 2.241 2.976 -0.1757 0.1743 0.1861
C -0.176 0.127 1.217 -0.0297 -0.4025 0.8742
C 1.923 -1.602 -3.632 0.6629 0.8422 -0.0181
C -0.308 2.289 -2.206 0.4111 0.9358 0.4909
C 1.510 -0.527 -4.479 0.7701 -0.0313 0.7158
C 1.552 -2.320 2.205 -0.1766 -0.1646 0.4784
C 0.592 2.739 -0.120 -0.0104 1.0369 -0.5998
C -3.259 -0.115 1.578 -0.0255 0.1499 -0.0377
C 3.059 -1.158 -2.878 -0.3997 0.4140 -0.7793
C -1.119 -2.919 0.726 -0.3269 -0.2928 0.1584
C 1.287 -1.634 -0.624 -0.4854 -0.2242 0.5653
C -1.412 -0.561 3.937 -0.1988 -0.0544 0.5502
H 1.965 -3.270 1.833 -0.1130 0.1970 0.0898
H 1.134 -2.501 3.203 0.1081 0.0182 -0.0922
H -0.697 -3.903 0.466 -0.0638 0.2514 0.0798
H 4.117 0.816 -2.817 -0.0250 -0.0661 -0.1812
H -3.172 -1.121 1.140 0.0573 0.2837 0.1853
H 1.968 -2.490 -0.685 -0.1110 0.1470 -0.1826
H -1.730 -3.048 1.630 0.0740 -0.0087 -0.1592
H -1.158 3.986 0.578 0.0147 -0.5923 -0.0528
H -2.312 3.226 -1.743 0.4309 -0.1957 0.1386
H -1.779 -2.618 -0.100 0.2069 0.0002 0.2076
H 1.285 2.751 0.717 -0.2477 0.1555 -0.2111
H -0.408 -0.443 4.378 -0.3190 0.0281 -0.1554
H 1.857 1.798 -1.721 -0.1991 -0.3807 -0.1283
H -2.042 2.204 4.041 0.0387 0.1090 -0.2864
H -4.050 -0.145 2.342 0.1283 0.0248 -0.0928
H -2.533 2.817 2.449 0.1748 -0.1281 0.0597
H -3.600 0.541 0.764 0.1180 -0.1100 0.2348
H -2.154 -0.179 4.666 0.3095 -0.3000 -0.1278
H -1.592 -1.639 3.803 0.0498 0.3076 -0.0458
H -0.819 2.801 2.905 -0.1377 -0.1920 -0.0306
H 0.801 0.550 1.572 -0.8663 -0.1065 -0.0813
H 0.658 -1.639 -1.519 0.2152 0.0750 -0.0070
H 3.579 -1.724 -2.097 -0.1492 0.2175 -0.4200
H 0.664 -0.544 -5.160 0.1477 0.0074 0.0387
H 1.423 -2.566 -3.522 0.1836 0.2564 -0.1346
H 2.394 -1.620 2.312 -0.2516 -0.0867 -0.1040
H 2.356 1.537 -4.759 -0.0174 -0.1607 0.0938
H -0.414 1.957 -3.237 0.0634 -0.0578 0.4239
H 1.901 -0.726 -0.637 -0.0326 -0.1871 -0.1323
```
Forces are in eV/Å.

## Properties
Total charge   -1
Kohn-Sham gap (spin up / spin down)   5.45 / 4.21 eV
Multiplicity   6
Electronic energy   -80765.3952 eV
HOMO level (spin up / spin down)   -2.8 / -2.8 eV
Molecular weight   380.9 u